The following is a DFT calculation (wB97M-V/def2-TZVPD) of 3 unconnected molecules or ions with the total composition C26H44N3O3P in a non-equilibrium geometry.

Last column: Löwdin charge in e.
Atoms and positions in Å:
P: -0.115 -0.226 -0.592  0.91
O: 1.994 -2.971 -1.346  -0.10
O: 5.107 -0.249 1.310  -0.03
O: 3.933 -2.034 -0.028  0.03
N: 1.946 -4.539 -1.087  0.08
N: 0.266 -10.736 -2.873  0.08
N: 5.127 5.683 -1.906  0.08
C: 1.832 4.236 0.522  -0.20
C: 2.562 -2.029 -0.582  -0.22
C: 1.965 -5.800 -1.104  -0.02
C: 2.509 1.695 1.249  -0.13
C: -0.702 4.336 1.594  -0.22
C: -3.220 -0.641 3.009  -0.26
C: -0.367 0.290 -2.414  -0.43
C: 4.036 -0.700 0.648  -0.20
C: 6.023 4.930 -1.437  -0.21
C: 2.652 0.208 0.574  -0.09
C: -4.480 3.151 0.161  -0.22
C: 1.989 -7.320 -1.123  -0.06
C: 7.103 4.022 -0.871  -0.08
C: 1.208 -10.576 -3.695  -0.22
C: -4.370 1.585 0.630  -0.22
C: -4.756 -0.116 2.779  -0.23
C: -3.203 4.094 0.573  -0.21
C: -2.310 0.297 4.008  -0.14
C: 1.706 -0.653 -0.187  -0.21
C: -1.949 0.033 -2.793  -0.19
C: -2.046 3.350 1.465  -0.23
C: 2.385 2.779 -0.013  -0.20
C: -1.097 -1.888 -0.325  -0.32
C: 2.345 -10.384 -4.686  -0.08
C: -4.888 1.414 2.202  -0.21
C: 0.207 4.379 0.230  -0.21
H: 7.595 4.510 -0.026  0.08
H: -3.250 -1.720 3.511  0.11
H: 2.595 -9.322 -4.764  0.07
H: 3.228 -10.935 -4.352  0.08
H: -3.645 4.972 1.250  0.12
H: 2.424 5.156 0.058  0.11
H: -2.665 -0.027 -1.855  0.05
H: 6.659 3.082 -0.531  0.07
H: 1.616 1.780 2.012  0.12
H: -2.446 3.241 2.577  0.10
H: 0.381 -0.360 -3.076  0.09
H: 1.379 -7.713 -0.306  0.08
H: -5.173 0.987 -0.019  0.12
H: -5.474 3.593 0.648  0.12
H: -5.343 -0.928 2.142  0.12
H: 7.849 3.806 -1.641  0.08
H: -1.110 5.436 1.814  0.11
H: 1.709 2.310 -0.871  0.09
H: -4.325 2.176 2.890  0.10
H: -0.117 1.440 -2.515  0.07
H: -1.985 1.292 3.467  0.05
H: 2.049 4.276 1.691  0.11
H: -0.572 -2.776 -0.911  0.05
H: -2.004 -0.952 -3.433  0.09
H: 3.559 1.932 1.760  0.13
H: -4.616 3.204 -1.009  0.11
H: -0.189 3.514 -0.473  0.10
H: -0.018 4.006 2.514  0.11
H: -1.673 2.324 1.044  0.08
H: -1.318 -0.301 4.249  0.08
H: -2.887 0.631 4.992  0.09
H: 2.047 -10.753 -5.671  0.08
H: 3.433 2.992 -0.522  0.11
H: -2.228 -1.779 -0.633  0.04
H: -2.661 -0.755 1.985  0.07
H: -5.293 -0.118 3.845  0.11
H: 1.590 -7.686 -2.073  0.06
H: -1.108 -2.208 0.824  0.06
H: 0.003 5.438 -0.283  0.12
H: -2.717 4.556 -0.410  0.12
H: 3.015 -7.678 -1.006  0.08
H: -2.332 0.977 -3.416  0.09
H: -3.342 1.069 0.417  0.08
H: -6.027 1.693 2.214  0.11

**LUMO**: -0.58 eV
**Spin multiplicity**: 1
**Electronic energy**: -47559.2518 eV
**Maximum force**: 0.357 hartree/bohr
**HOMO level**: -7.345 eV

---

The following is a DFT calculation (wB97M-V/def2-TZVPD) of a molecular structure, C26H45CaI2N6O2SbSe in a non-equilibrium geometry.

Last column: Löwdin charge in e.
Atoms and positions in Å:
I: -5.659 5.202 2.718  0.92
I: -4.804 -0.716 2.278  0.93
Sb: 1.684 0.058 1.983  1.41
Se: 1.361 -1.404 -2.283  0.64
Ca: -0.572 0.021 -0.152  1.01
O: -1.044 -0.629 3.581  -0.13
O: -2.028 0.389 1.169  -0.45
N: -0.887 2.334 -0.723  -0.14
N: -1.968 0.160 -2.060  -0.02
N: -3.000 -4.419 1.964  0.20
N: -0.597 -2.601 0.177  -0.04
N: 2.068 -1.466 -5.057  -0.12
N: 3.244 -0.022 -3.977  -0.12
C: -1.496 -4.214 1.972  -0.09
C: 3.878 2.239 2.330  -0.17
C: -3.231 -0.866 -3.821  -0.04
C: -1.062 3.069 0.569  -0.13
C: -2.376 1.361 -2.487  -0.24
C: -4.082 1.245 2.012  -0.60
C: -4.907 2.294 2.373  -0.22
C: 2.934 -0.884 -5.970  -0.02
C: -1.165 -2.791 1.517  -0.26
C: 3.667 0.018 -5.297  -0.02
C: -2.804 1.425 1.453  -0.43
C: 2.214 -0.354 4.015  -0.42
C: -2.394 -0.924 -2.731  -0.15
C: -3.636 0.386 -4.268  -0.03
C: 3.797 0.792 -2.904  -0.01
C: -4.458 3.591 2.173  -0.74
C: 2.414 2.093 1.915  -0.44
C: -2.393 2.755 1.228  -0.17
C: -1.989 2.580 -1.677  -0.12
C: 4.456 -1.469 1.892  -0.18
C: -3.220 3.811 1.595  -0.11
C: 2.259 -0.930 -3.835  -0.69
C: -3.196 1.509 -3.599  0.00
C: 1.102 -2.513 -5.366  -0.03
C: 3.401 -0.831 0.986  -0.45
C: 1.707 0.711 4.985  -0.18
H: -2.075 -2.183 1.590  0.05
H: 4.542 1.645 1.700  0.06
H: 2.137 1.692 4.770  0.06
H: -0.482 -2.346 2.235  0.08
H: 4.935 -0.736 2.542  0.06
H: 0.369 -2.910 0.119  0.06
H: -2.014 -1.878 -2.383  0.08
H: 1.300 -2.879 -6.369  0.10
H: -3.400 -4.258 1.039  0.17
H: 4.450 0.676 -5.633  0.13
H: -1.564 -0.244 2.851  -0.02
H: -1.009 4.146 0.411  0.13
H: -5.884 2.110 2.801  0.09
H: 0.623 0.806 4.951  0.05
H: 3.844 -0.029 0.388  0.03
H: -1.523 -0.451 4.397  0.06
H: -3.552 -1.772 -4.315  0.11
H: 4.201 3.279 2.257  0.08
H: 1.768 2.681 2.570  0.04
H: 5.243 -1.934 1.293  0.08
H: -3.264 -5.360 2.261  0.18
H: -3.445 -3.749 2.598  0.13
H: 3.672 0.262 -1.964  0.04
H: -1.179 -4.390 2.997  0.14
H: 3.289 1.754 -2.850  0.10
H: 4.031 1.923 3.364  0.07
H: -3.489 2.499 -3.924  0.13
H: -0.239 2.784 1.230  0.10
H: 2.952 -1.167 -7.009  0.13
H: -1.055 -4.977 1.334  0.14
H: 4.855 0.954 -3.093  0.10
H: 1.203 -3.326 -4.653  0.08
H: 0.088 -2.119 -5.312  0.09
H: -2.873 2.861 -1.107  0.13
H: 3.011 -1.560 0.276  -0.02
H: -0.023 2.649 -1.155  0.12
H: 2.254 2.456 0.896  0.03
H: -1.102 -3.082 -0.560  0.07
H: 1.990 0.453 6.007  0.08
H: 1.803 -1.335 4.254  0.05
H: -1.773 3.416 -2.343  0.14
H: -4.284 0.479 -5.130  0.12
H: 3.299 -0.429 4.042  0.04
H: 4.031 -2.248 2.528  0.07
H: -2.883 4.827 1.423  0.11

**LUMO**: -5.25 eV
**Net charge**: +2
**Spin multiplicity**: 1
**Electronic energy**: -147241.8180 eV
**Maximum force**: 0.046 hartree/bohr
**HOMO level**: -12.004 eV

---

The following is a DFT calculation (wB97M-V/def2-TZVPD) of 2 unconnected molecules or ions with the total composition C26H46N2O4S2 in a non-equilibrium geometry.

Last column: Löwdin charge in e.
Atoms and positions in Å:
S: -6.430 -0.394 0.485  0.71
S: -3.940 -0.979 1.838  0.91
O: -0.979 -0.798 -1.395  -0.17
O: 1.278 -0.017 -0.025  -0.09
O: 5.250 -2.592 0.894  -0.02
O: 6.234 -3.433 -0.877  0.20
N: -1.666 3.590 2.811  0.00
N: -4.250 -1.145 -0.913  -0.21
C: -2.309 -0.204 1.569  -0.47
C: 0.623 0.565 1.095  -0.21
C: 1.364 2.100 -1.357  -0.12
C: -2.599 4.152 3.640  -0.14
C: 1.047 0.594 -1.285  -0.46
C: 3.290 -4.811 -0.692  0.02
C: 5.243 -3.202 -0.332  -0.53
C: 3.695 2.073 -0.135  -0.17
C: -1.169 -1.227 1.735  -0.25
C: 4.322 -0.342 0.646  -0.15
C: 3.999 -3.664 -1.028  -0.06
C: -4.467 -0.093 -1.938  -0.26
C: 1.868 -0.247 -2.304  0.02
C: -4.873 -0.835 0.316  -1.12
C: -4.346 1.349 -1.427  -0.09
C: -4.276 -3.660 -0.715  -0.07
C: -0.440 0.449 -1.755  -0.18
C: 0.151 -0.500 2.096  -0.15
C: 2.854 2.508 -1.369  -0.18
C: -1.937 4.703 4.705  -0.11
C: -0.549 4.468 4.510  -0.11
C: 4.553 0.787 -0.388  -0.18
C: 5.623 -1.197 0.806  -0.15
C: -0.414 3.782 3.333  -0.15
C: -1.181 -1.687 -2.475  -0.09
C: -4.818 -2.402 -1.462  -0.25
H: 0.868 2.693 -0.581  0.12
H: 3.128 2.013 0.797  0.09
H: 6.167 -0.892 1.699  0.13
H: -0.040 0.016 3.048  0.11
H: -3.683 1.455 -0.565  0.06
H: 1.394 1.132 1.648  0.11
H: 2.663 0.326 -2.787  0.07
H: 0.256 4.769 5.159  0.09
H: -5.121 -4.255 -0.364  0.07
H: 3.652 -3.086 -1.891  0.10
H: 4.437 2.868 0.014  0.10
H: -3.648 4.111 3.401  0.11
H: 5.612 1.070 -0.311  0.11
H: 4.405 0.432 -1.410  0.09
H: 2.531 -4.818 0.096  0.06
H: 2.881 3.605 -1.395  0.11
H: -5.405 -0.268 -2.484  0.11
H: -5.911 -2.392 -1.335  0.09
H: 3.440 -5.750 -1.230  0.06
H: 1.228 -0.607 -3.111  0.07
H: 0.950 -1.222 2.293  0.12
H: 6.204 -1.040 -0.107  0.11
H: -2.396 5.218 5.532  0.09
H: -3.645 -3.379 0.130  0.05
H: -2.242 0.340 0.626  0.05
H: -1.423 -1.837 2.614  0.10
H: -4.068 2.012 -2.250  0.08
H: -3.668 -0.231 -2.678  0.10
H: -1.039 1.246 -1.281  0.12
H: 2.304 -1.117 -1.809  0.08
H: -5.333 1.693 -1.100  0.05
H: 3.391 2.189 -2.267  0.10
H: -0.165 1.287 0.859  0.10
H: 0.942 2.445 -2.315  0.13
H: -1.053 -1.913 0.896  0.10
H: 3.988 0.071 1.601  0.11
H: -0.253 -2.261 -2.632  0.09
H: -1.869 3.110 1.952  0.13
H: 0.461 3.414 2.822  0.10
H: -1.404 -1.191 -3.430  0.09
H: -0.459 0.643 -2.833  0.13
H: -1.971 -2.415 -2.277  0.07
H: -4.574 -2.450 -2.524  0.11
H: -2.172 0.552 2.356  0.07
H: -3.688 -4.234 -1.436  0.06
H: 3.583 -1.041 0.253  0.09

**LUMO**: -0.61 eV
**Spin multiplicity**: 1
**Electronic energy**: -60541.7975 eV
**SMILES string**: C=CC(=O)OCCCCCC[C@](C)(COC)OCCCCSC(=S)N(CC)CC.c1cc[nH]c1
**Maximum force**: 0.097 hartree/bohr
**HOMO level**: -7.931 eV

---

The following is a DFT calculation (wB97M-V/def2-TZVPD) of 9 unconnected molecules or ions with the total composition C26H46N8O2Si.

Last column: Löwdin charge in e.
Atoms and positions in Å:
Si: 2.317 -1.168 1.069  0.66
O: -2.554 0.124 -0.827  0.11
O: -0.459 0.179 -1.623  -0.06
N: -3.177 6.832 4.016  0.14
N: -4.481 -3.221 -4.473  0.13
N: 4.731 -2.663 -1.530  0.13
N: -1.332 -7.063 -2.677  0.15
N: 7.799 -0.390 1.900  0.12
N: 0.763 -4.114 -1.411  0.15
N: -7.160 8.015 7.327  0.12
N: -1.439 -0.795 -8.692  0.14
C: -1.910 0.221 -8.444  -0.28
C: 3.854 -4.909 -2.507  -0.08
C: -2.510 1.511 -8.129  -0.06
C: -3.675 -2.858 -5.205  -0.29
C: -1.570 0.731 -1.091  -0.38
C: 1.088 2.724 2.169  -0.22
C: -6.390 8.425 6.580  -0.29
C: 0.701 0.275 -0.752  -0.24
C: -1.717 -3.843 -2.152  -0.07
C: 4.345 -3.652 -1.965  -0.26
C: -1.110 2.341 3.424  -0.26
C: -0.416 -7.594 -2.235  -0.26
C: 3.002 1.130 2.677  -0.25
C: 0.747 -8.268 -1.676  -0.06
C: -3.667 5.944 3.480  -0.27
C: -1.277 0.952 4.038  -0.10
C: 7.485 -1.403 1.462  -0.29
C: 7.085 -2.690 0.912  -0.08
C: 2.601 2.578 2.356  -0.21
C: 3.428 0.292 1.443  -0.31
C: -0.330 -4.002 -1.747  -0.27
C: -2.646 -2.396 -6.128  -0.09
C: -4.289 4.814 2.805  -0.07
C: 0.614 -0.679 0.422  -0.30
C: 0.335 2.857 3.500  -0.21
C: -5.412 8.942 5.635  -0.08
H: -2.104 -4.780 -2.548  0.04
H: -2.328 0.671 4.109  0.07
H: 3.304 -5.458 -1.746  0.06
H: 1.547 0.064 -1.406  0.12
H: -1.500 1.828 -0.971  0.15
H: 1.060 -9.080 -2.328  0.08
H: -4.827 9.740 6.089  0.08
H: 0.788 1.316 -0.420  0.10
H: 3.120 2.910 1.453  0.10
H: -0.027 -0.269 1.208  0.06
H: -2.337 2.212 -8.944  0.08
H: -4.729 8.156 5.316  0.03
H: 0.879 2.283 4.256  0.10
H: 0.134 -1.597 0.071  0.07
H: 2.927 3.241 3.162  0.11
H: -1.904 -3.175 -6.290  0.09
H: -3.583 1.401 -7.984  0.08
H: -4.816 4.188 3.523  0.09
H: 3.532 0.923 0.555  0.07
H: 3.172 -4.709 -3.332  0.08
H: 6.534 -3.262 1.658  0.08
H: 2.918 -1.972 -0.003  -0.05
H: 6.445 -2.552 0.042  0.03
H: 1.566 -7.559 -1.569  0.07
H: -1.802 -3.077 -2.921  0.07
H: -3.080 -2.139 -7.091  0.06
H: 0.507 -8.675 -0.695  0.09
H: -1.806 3.042 3.891  0.09
H: -5.913 9.341 4.754  0.08
H: -2.071 1.917 -7.219  0.08
H: -0.780 0.195 3.426  0.06
H: 3.813 1.128 3.405  0.10
H: -0.845 0.914 5.040  0.07
H: 2.145 0.659 3.175  0.08
H: 7.960 -3.267 0.615  0.08
H: -2.333 -3.537 -1.307  0.09
H: 4.681 -5.513 -2.877  0.08
H: 2.138 -1.974 2.302  -0.03
H: 0.722 1.812 1.683  0.07
H: -2.142 -1.518 -5.726  0.08
H: 4.425 -0.120 1.627  0.05
H: -1.411 2.275 2.371  0.09
H: 0.342 3.907 3.799  0.11
H: -5.004 5.157 2.060  0.08
H: -3.533 4.205 2.312  0.07
H: 0.840 3.571 1.525  0.11

**LUMO**: 0.20 eV
**Spin multiplicity**: 1
**Electronic energy**: -51598.7900 eV
**SMILES string**: CCCCCCC[SiH2]CCOC=O.CC#N.CC#N.CC#N.CC#N.CC#N.CC#N.CC#N.CC#N
**Maximum force**: 0.012 hartree/bohr
**HOMO level**: -10.260 eV

---

The following is a DFT calculation (wB97M-V/def2-TZVPD) of a molecular structure, C26H47BBeCaF7LiN6O13PS2 in a non-equilibrium geometry.

Last column: Löwdin charge in e.
Atoms and positions in Å:
Ca: -2.784 3.383 -1.926  1.20
S: -4.905 -6.108 1.791  0.24
S: -1.144 -3.794 -2.655  0.88
P: 4.932 -5.019 -4.308  0.40
F: 6.090 -3.951 -3.803  -0.19
F: 0.962 2.300 -5.287  -0.64
F: 3.885 -4.095 -3.439  -0.21
F: 5.194 -5.803 -2.889  -0.19
F: 5.321 -6.508 -4.877  -0.19
F: 3.563 -5.187 -5.212  -0.19
F: 5.616 -4.496 -5.787  -0.20
O: -0.259 1.545 -0.442  0.02
O: -5.712 -5.548 0.701  -0.19
O: -5.294 -5.452 3.043  -0.24
O: 3.191 -5.507 1.249  0.11
O: 7.674 -4.545 -5.853  0.08
O: -0.584 0.557 -4.055  0.05
O: 4.300 -1.516 -3.444  -0.09
O: -1.584 0.013 3.547  0.15
O: -3.480 -5.846 1.515  -0.32
O: -0.690 -2.349 4.509  0.13
O: 1.153 -5.480 0.633  -0.10
O: 0.136 6.215 3.968  0.09
O: -5.125 -7.546 1.902  -0.16
N: -0.503 1.073 1.825  0.17
N: -1.464 2.651 -4.345  -0.22
N: 0.316 -1.095 -1.884  0.15
N: 2.127 -5.267 1.641  0.00
N: -1.687 -4.372 3.612  0.21
N: -0.475 5.344 4.616  0.00
C: -0.967 -0.096 2.520  -0.31
C: -1.962 2.428 -5.700  -0.01
C: -0.585 -2.631 1.964  0.02
C: 3.915 -0.240 -3.873  -0.22
C: 0.341 -3.891 -1.546  -0.32
C: 0.041 -2.990 -0.388  -0.26
C: -3.158 6.311 5.283  -0.16
C: -0.348 0.753 0.479  -0.37
C: 8.697 -5.163 -6.396  -0.15
C: -0.288 -0.736 0.426  -0.04
C: -0.623 -3.274 -4.299  -0.49
C: -0.601 -1.285 1.666  -0.06
C: -1.845 -2.652 -4.992  -0.15
C: -0.221 -3.490 0.894  -0.14
C: -1.660 4.878 3.803  -0.46
C: -1.920 6.827 6.015  -0.12
C: -0.800 1.667 -3.665  -0.41
C: -2.803 5.895 3.857  -0.12
C: 0.014 -1.599 -0.617  -0.24
C: -2.191 3.517 4.301  -0.03
C: -0.738 5.845 6.007  -0.45
C: -0.108 -4.986 1.068  -0.14
C: -1.667 3.934 -3.759  -0.26
C: -1.255 4.623 2.362  -0.05
C: 0.476 6.561 6.589  -0.03
C: -0.995 4.660 6.979  -0.01
B: -0.985 -3.147 3.422  -0.57
Be: -2.520 -2.899 -0.314  0.72
Li: 2.981 1.798 -5.084  0.79
H: -2.172 7.067 7.047  0.13
H: -2.770 4.132 -3.698  0.00
H: 4.153 0.508 -3.100  0.09
H: 1.209 -3.517 -2.075  0.11
H: 9.648 -4.584 -6.255  0.17
H: -1.918 -2.984 -6.017  0.08
H: -0.491 2.001 -2.649  0.10
H: -3.605 5.479 5.832  0.11
H: 0.406 -4.926 -1.283  0.07
H: 0.195 -2.567 -4.284  0.07
H: -0.451 -1.195 -2.539  0.06
H: -2.736 3.582 5.240  0.08
H: 0.712 7.487 6.067  0.09
H: 8.940 -6.166 -6.008  0.11
H: 2.832 -0.241 -4.050  0.07
H: -0.255 -5.322 2.073  0.10
H: -1.007 -5.080 3.879  0.11
H: -2.759 -2.961 -4.495  0.05
H: -1.610 7.767 5.548  0.13
H: -2.457 3.323 -6.069  0.10
H: -0.971 5.536 1.838  0.08
H: -3.681 5.474 3.365  0.13
H: -1.890 4.814 7.579  0.10
H: -1.220 3.959 -2.753  -0.01
H: -1.386 2.791 4.413  0.08
H: 0.574 -0.124 -1.822  0.07
H: -1.198 4.712 -4.362  0.14
H: -0.288 -4.113 -4.884  0.08
H: 0.311 1.539 2.203  0.16
H: -2.894 3.108 3.578  0.09
H: -1.091 3.700 6.481  0.06
H: -1.800 -1.578 -4.966  0.04
H: 1.358 5.921 6.565  0.10
H: -2.527 6.789 3.287  0.13
H: -1.116 2.178 -6.337  0.09
H: 4.442 0.018 -4.813  0.08
H: -2.039 -4.701 2.719  0.03
H: 0.273 6.816 7.627  0.10
H: -0.160 4.524 7.662  0.09
H: -0.871 -5.464 0.464  0.14
H: -0.423 3.923 2.307  0.08
H: -1.523 -1.940 4.762  0.10
H: -2.666 1.595 -5.699  0.10
H: -2.090 4.187 1.814  0.06
H: -3.915 7.096 5.254  0.12
H: 8.676 -5.275 -7.504  0.13
H: 5.251 -1.506 -3.287  0.09

**LUMO**: -6.95 eV
**Net charge**: +1
**Energy relative to the best compared isomer or geometry (same formula, charge and spin)**: 0.0 kJ/mol
**Spin multiplicity**: 1
**Electronic energy**: -132961.2156 eV
**Maximum force**: 0.095 hartree/bohr
**HOMO level**: -7.903 eV